Entry from the Open Molecules 2025 dataset: C46H58N3O4PSSn as an isolated structure (ωB97M-V/def2-TZVPD).

Values from the calculation:
2S+1	1
Kohn-Sham gap (spin up / spin down)	6.347 / 4.695	eV
total charge	+4

Last column: Löwdin charge in e.
Element x y z (Å)
1 Sn -0.3905 0.0625 -0.7158  1.58
2 O -1.5037 -1.2223 -5.0143  0.22
3 C -1.4659 -0.7893 -3.7900  -0.45
4 O -0.4960 -0.8570 -3.0476  -0.06
5 C -2.7341 -0.1710 -3.3063  -0.16
6 C -3.8793 -0.0502 -4.0826  0.08
7 C -4.9843 0.5647 -3.5142  0.04
8 C -4.8994 1.0368 -2.2111  0.06
9 C -3.7082 0.8642 -1.5182  -0.16
10 N -2.6494 0.2680 -2.0575  0.11
11 C -3.4432 1.3264 -0.1163  -0.45
12 O -4.3819 1.8328 0.6297  0.23
13 O -2.3143 1.2106 0.3331  -0.06
14 H -0.6692 -1.6230 -5.3149  0.18
15 H -3.8989 -0.4186 -5.0990  0.15
16 H -5.9003 0.6818 -4.0782  0.14
17 H -5.7539 1.5385 -1.7753  0.14
18 H -5.2721 1.8802 0.2515  0.15
19 C 3.8915 2.7591 0.7185  -0.03
20 C 2.3960 2.7655 0.3519  -0.37
21 C 1.7153 3.9252 1.0777  -0.06
22 C 1.8373 1.3943 0.6710  -0.25
23 C 1.0904 1.1419 1.8127  0.00
24 C 0.8833 -0.1551 2.2874  -0.14
25 C 0.2545 -0.3060 3.6586  -0.36
26 C -0.9849 0.5833 3.8309  -0.06
27 C 1.2923 0.0309 4.7399  -0.02
28 C 1.4088 -1.2507 1.5679  -0.14
29 C 2.1517 -1.0149 0.3887  -0.21
30 C 2.2785 0.2963 -0.0786  -0.12
31 C 2.9293 -2.0992 -0.3263  -0.36
32 C 2.7881 -2.0132 -1.8555  -0.06
33 C 4.4144 -1.9995 0.0562  -0.02
34 C 1.4032 -2.5984 2.2268  -0.20
35 C 2.4604 -2.8976 3.0870  -0.01
36 C 2.4652 -4.0669 3.8320  0.00
37 C 1.4171 -4.9684 3.7253  -0.02
38 C 0.3647 -4.7090 2.8671  -0.06
39 C 0.3685 -3.5339 2.1029  -0.29
40 P -0.9719 -3.2516 0.9370  1.33
41 C -0.8452 -4.4216 -0.5336  -0.65
42 C -2.0387 -4.2008 -1.4649  -0.07
43 C -0.7673 -5.8706 -0.0447  -0.05
44 C 0.4419 -4.0663 -1.2757  -0.08
45 C -2.6624 -3.1926 1.7608  -0.65
46 C -2.4768 -2.4158 3.0637  -0.07
47 C -3.5992 -2.3922 0.8390  -0.08
48 C -3.2470 -4.5777 2.0417  -0.05
49 H 4.3467 3.7153 0.4598  0.09
50 H 4.4326 1.9714 0.1961  0.08
51 H 4.0138 2.6013 1.7911  0.10
52 H 2.3208 2.9152 -0.7327  0.13
53 H 1.9756 3.9331 2.1371  0.10
54 H 0.6314 3.8973 0.9935  0.06
55 H 2.0709 4.8672 0.6555  0.09
56 H 0.7757 1.9732 2.4310  0.12
57 H -0.0305 -1.3480 3.7977  0.11
58 H -0.7069 1.6161 4.0451  0.09
59 H -1.5798 0.2368 4.6757  0.10
60 H -1.6153 0.5788 2.9382  0.06
61 H 1.6711 1.0466 4.6133  0.09
62 H 2.1380 -0.6552 4.7127  0.08
63 H 0.8345 -0.0410 5.7262  0.10
64 H 2.8902 0.4769 -0.9567  0.14
65 H 2.5746 -3.0682 0.0205  0.11
66 H 3.5097 -1.3115 -2.2759  0.09
67 H 1.7873 -1.6897 -2.1571  0.03
68 H 2.9859 -2.9824 -2.3120  0.10
69 H 4.8121 -1.0113 -0.1813  0.09
70 H 4.9876 -2.7402 -0.5012  0.10
71 H 4.5715 -2.1842 1.1183  0.08
72 H 3.2702 -2.1862 3.1854  0.13
73 H 3.2856 -4.2632 4.5099  0.13
74 H 1.4248 -5.8863 4.2981  0.13
75 H -0.4437 -5.4227 2.7878  0.11
76 H -2.9776 -4.5433 -1.0344  0.08
77 H -1.8749 -4.7822 -2.3740  0.11
78 H -2.1308 -3.1490 -1.7535  0.07
79 H -1.6536 -6.1955 0.4953  0.08
80 H 0.1145 -6.0471 0.5687  0.09
81 H -0.6761 -6.5052 -0.9305  0.12
82 H 0.4671 -3.0110 -1.5557  0.04
83 H 0.4963 -4.6567 -2.1922  0.12
84 H 1.3226 -4.3057 -0.6835  0.08
85 H -2.1049 -1.4105 2.8698  0.05
86 H -1.8020 -2.9238 3.7524  0.09
87 H -3.4443 -2.3257 3.5612  0.12
88 H -3.1266 -1.4625 0.5058  0.05
89 H -4.4979 -2.1311 1.4010  0.11
90 H -3.9151 -2.9602 -0.0324  0.07
91 H -2.6778 -5.1216 2.7940  0.09
92 H -3.3544 -5.1925 1.1503  0.07
93 H -4.2514 -4.4279 2.4461  0.11
94 S 0.5522 6.0300 -4.2312  1.09
95 C 0.3096 4.5810 -3.2372  -0.47
96 C -0.3348 4.5489 -2.0025  -0.03
97 C -0.5192 3.3289 -1.3744  -0.12
98 N -0.0950 2.1727 -1.8945  -0.04
99 C 0.5181 2.2022 -3.0871  -0.10
100 C 0.7294 3.3690 -3.7886  -0.04
101 C 1.0534 7.3057 -3.0662  -0.45
102 C 0.1631 8.0455 -2.2910  -0.01
103 C 0.6740 9.0641 -1.4931  0.01
104 N 1.9667 9.2535 -1.5412  0.29
105 C 2.8728 8.6366 -2.2498  0.01
106 C 2.4206 7.6005 -3.0627  -0.01
107 H -0.7129 5.4471 -1.5361  0.12
108 H -1.0352 3.2665 -0.4230  0.11
109 H 0.8577 1.2516 -3.4815  0.12
110 H 1.2278 3.3419 -4.7485  0.13
111 H -0.9079 7.9048 -2.3328  0.14
112 H 0.0629 9.7121 -0.8705  0.17
113 H 3.9131 8.9483 -2.1972  0.17
114 H 3.1215 7.0720 -3.6932  0.14

=====

Entry from the Open Molecules 2025 dataset: C46H58O4SW as an isolated structure (ωB97M-V/def2-TZVPD).

Values from the calculation:
2S+1	1
Kohn-Sham gap	6.681	eV
total charge	+2

Last column: Löwdin charge in e.
Element x y z (Å)
1 W 0.4026 0.3703 -0.4712  1.60
2 C -2.4937 -0.9524 -1.6325  0.06
3 O -1.1611 -0.3693 -1.7427  -0.30
4 C -0.7973 0.6239 -2.6595  -0.27
5 C -1.1889 1.9563 -2.4323  -0.16
6 C -2.0968 2.4047 -1.2927  -0.04
7 C -1.3257 2.8240 -0.0474  -0.18
8 C -0.8765 4.1140 0.1502  0.03
9 C -0.0978 4.4533 1.2641  -0.12
10 C 0.1538 3.4765 2.2292  0.05
11 C -0.2894 2.1667 2.0972  -0.13
12 C -0.0694 1.1713 3.2285  -0.03
13 C -0.1990 -0.3178 2.9768  -0.13
14 C -1.1208 -1.0910 3.6525  0.05
15 C -1.2761 -2.4621 3.3908  -0.12
16 C -0.4710 -3.0419 2.4229  0.06
17 C 0.4882 -2.3167 1.7038  -0.11
18 C 1.3443 -3.0219 0.6660  -0.04
19 C 0.7136 -3.2063 -0.6989  -0.12
20 C 0.0644 -4.3774 -1.0758  0.04
21 C -0.5008 -4.5437 -2.3410  -0.14
22 C -0.3762 -3.5038 -3.2657  0.04
23 C 0.2785 -2.3188 -2.9519  -0.14
24 C 0.5060 -1.2120 -3.9615  -0.02
25 C 0.0839 0.2253 -3.6781  -0.11
26 C 0.6405 1.2399 -4.4294  0.04
27 C 0.3412 2.5933 -4.2137  -0.12
28 C -0.5934 2.9186 -3.2337  0.02
29 C 1.0410 3.6530 -5.0535  -0.55
30 C 2.5587 3.5123 -4.8565  -0.03
31 C 0.6281 5.0691 -4.6559  -0.05
32 C 0.6851 3.4274 -6.5316  -0.02
33 C 0.7950 -2.2230 -1.6678  -0.23
34 O 1.3371 -0.9763 -1.3334  -0.23
35 C -1.2189 -5.8517 -2.6717  -0.56
36 C -2.3748 -6.0501 -1.6801  -0.04
37 C -1.7931 -5.8541 -4.0881  -0.06
38 C -0.2277 -7.0170 -2.5443  -0.03
39 C 0.5975 -0.9849 2.0480  -0.20
40 O 1.4123 -0.1083 1.2550  -0.35
41 C 2.8103 0.1094 1.6483  0.03
42 C -2.3259 -3.2528 4.1665  -0.56
43 C -3.7069 -2.6364 3.8995  -0.03
44 C -2.3606 -4.7231 3.7531  -0.06
45 C -2.0041 -3.1713 5.6659  -0.03
46 C -0.9639 1.8716 0.9108  -0.33
47 O -1.1919 0.5362 0.5800  -0.20
48 C 0.4253 5.8807 1.3927  -0.55
49 C 1.3291 6.1763 0.1856  -0.03
50 C 1.2328 6.0929 2.6725  -0.06
51 C -0.7628 6.8542 1.3976  -0.03
52 H -3.0891 -0.5754 -2.4602  0.13
53 H -2.9091 -0.6576 -0.6723  0.10
54 H -2.3579 -2.0297 -1.6987  0.10
55 H -2.8247 1.6364 -1.0359  0.12
56 H -2.6562 3.2700 -1.6469  0.14
57 H -1.1148 4.8731 -0.5843  0.13
58 H 0.7112 3.7428 3.1172  0.12
59 H -0.7956 1.4230 4.0055  0.14
60 H 0.9073 1.3882 3.6710  0.14
61 H -1.7535 -0.6153 4.3911  0.13
62 H -0.5658 -4.0971 2.2055  0.12
63 H 1.5787 -4.0097 1.0632  0.14
64 H 2.3006 -2.5092 0.5495  0.12
65 H 0.0082 -5.1876 -0.3588  0.12
66 H -0.7851 -3.6175 -4.2607  0.12
67 H 0.0495 -1.5066 -4.9094  0.14
68 H 1.5812 -1.1672 -4.1586  0.15
69 H 1.3511 0.9757 -5.2023  0.13
70 H -0.8551 3.9539 -3.0651  0.12
71 H 2.8332 3.6445 -3.8078  0.08
72 H 3.0729 4.2768 -5.4392  0.10
73 H 2.9302 2.5427 -5.1888  0.08
74 H 0.8766 5.2890 -3.6147  0.08
75 H -0.4380 5.2464 -4.8093  0.09
76 H 1.1666 5.7852 -5.2756  0.10
77 H 1.0086 2.4484 -6.8863  0.08
78 H 1.1828 4.1793 -7.1441  0.10
79 H -0.3897 3.5140 -6.6973  0.10
80 H -3.0972 -5.2336 -1.7488  0.09
81 H -2.0232 -6.1103 -0.6491  0.08
82 H -2.8988 -6.9800 -1.9027  0.10
83 H -2.5246 -5.0566 -4.2359  0.09
84 H -2.3049 -6.7995 -4.2658  0.10
85 H -1.0146 -5.7594 -4.8471  0.09
86 H 0.1688 -7.1070 -1.5323  0.08
87 H 0.6131 -6.8953 -3.2287  0.10
88 H -0.7278 -7.9553 -2.7861  0.10
89 H 2.8601 -0.0542 2.7211  0.12
90 H 3.0466 1.1344 1.3803  0.08
91 H 3.4333 -0.5971 1.1063  0.11
92 H -3.9541 -2.6706 2.8365  0.09
93 H -3.7634 -1.5990 4.2311  0.08
94 H -4.4709 -3.1948 4.4411  0.10
95 H -2.6185 -4.8464 2.6987  0.09
96 H -3.1213 -5.2423 4.3354  0.10
97 H -1.4094 -5.2244 3.9422  0.09
98 H -2.0198 -2.1441 6.0318  0.08
99 H -1.0222 -3.5948 5.8820  0.10
100 H -2.7469 -3.7331 6.2327  0.10
101 H 2.1743 5.4861 0.1474  0.09
102 H 1.7223 7.1904 0.2605  0.10
103 H 0.7829 6.1030 -0.7565  0.07
104 H 2.1190 5.4556 2.7085  0.09
105 H 0.6351 5.9137 3.5679  0.09
106 H 1.5755 7.1261 2.7142  0.10
107 H -1.3438 6.8029 0.4762  0.08
108 H -0.3949 7.8760 1.4943  0.10
109 H -1.4333 6.6573 2.2352  0.10
110 S 1.7191 1.9684 -0.9370  0.50

=====

In kJ/mol, the energy relative to the best compared isomer or geometry (same formula, charge and spin) values for the records above are, in order, 0.0; 0.0.